Arrangement i

A single C2H5NS2 molecule, computed with the ωB97M-V functional and the def2-TZVPD basis.

Element x y z (Å)
C1 -1.468 0.288 -0.186
C2 -0.063 0.519 -0.628
S1 1.111 -0.583 0.004
N1 2.537 0.053 0.214
S2 0.112 -1.350 1.604
H1 -2.022 1.208 -0.285
H2 -1.446 -0.031 0.859
H3 -1.931 -0.501 -0.725
H4 0.043 1.048 -1.618
H5 3.128 -0.651 0.761

SMILES: CC=S(=N)=S
Frontier orbital gap (alpha / beta) in eV: 7.0395 / 7.4475

natural (NBO) population analysis, charges in e, atoms 1 to 8:
1 C -0.70
2 C -0.32
3 S 1.05
4 N -0.94
5 S -0.45
6 H 0.23
7 H 0.26
8 H 0.24

Arrangement ii

A molecular structure, C2H5NS2, computed with the ωB97M-V functional and the def2-TZVPD basis.

Element x y z (Å)
C1 0.772 1.308 0.081
C2 -1.163 -0.830 -0.016
N1 0.081 -0.400 -0.640
S1 2.366 0.560 0.181
S2 1.529 -1.316 -0.221
H1 0.588 2.005 -0.837
H2 0.342 1.593 1.028
H3 -1.954 -0.603 -0.644
H4 -1.180 -1.945 0.222
H5 -1.380 -0.371 0.845

Frontier orbital gap (alpha / beta) in eV: 6.9263 / 6.9268

natural (NBO) population analysis, charges in e, atoms 1 to 8:
1 C -0.36
2 C -0.43
3 N -0.54
4 S 0.08
5 S 0.25
6 H 0.23
7 H 0.20
8 H 0.20

Of them, arrangement i has the lowest stability.